*one*
# C11H9CsF6N5O5S3

A structure of composition C11H9CsF6N5O5S3 (ωB97M-V/def2-TZVPD, OMol25).

Geometry as XYZ:
```
40
Properties=species:S:1:pos:R:3:mulliken_charge:R:1
Cs -0.862 2.639 -0.586 1.1920
F -6.144 0.789 -0.501 -0.1706
C -5.155 -0.098 -0.659 0.6144
F -5.311 -0.830 -1.783 -0.1987
F -5.187 -0.899 0.442 -0.2186
S -3.576 0.849 -0.545 0.4704
O -2.419 -0.016 -0.335 -0.4704
O -3.493 1.630 -1.779 -0.5935
N -4.051 1.627 0.719 -0.3082
S -3.886 3.089 1.413 1.0257
O -4.768 3.078 2.548 -0.6190
O -2.585 3.695 1.429 -0.6820
C -4.735 4.198 0.040 0.6759
F -4.893 5.328 0.781 -0.2555
F -5.893 3.772 -0.466 -0.2065
F -3.937 4.572 -0.973 -0.2222
O 3.997 -2.658 -1.363 -0.7604
N 3.069 -3.416 -0.895 0.4557
C 3.474 -4.516 -0.227 -0.2442
C 2.410 -5.412 0.019 -0.7079
C 1.103 -5.067 -0.272 0.0611
C 0.744 -3.868 -0.816 -0.8343
C 1.777 -2.946 -1.109 0.2576
S 1.604 -1.452 -1.882 -0.3764
H 4.526 -4.709 -0.231 0.4159
H 2.700 -6.333 0.596 0.2542
H 0.385 -5.850 -0.112 0.3431
H -0.312 -3.720 -1.061 0.3814
N 4.236 -0.581 0.678 -0.4062
C 3.851 0.706 0.486 0.5837
C 2.510 0.920 0.223 -0.1457
N 1.846 2.014 0.544 -0.3685
C 2.631 3.004 0.952 -0.3756
C 4.005 2.857 0.981 -0.1978
N 4.658 1.747 0.774 -0.6209
H 3.795 -1.283 0.067 0.1855
H 5.269 -0.699 0.631 0.2754
H 1.892 0.129 -0.161 0.1223
H 2.175 3.950 1.166 0.3569
H 4.549 3.762 1.265 0.3117
```

For the LUMO energy, the calculation gives 1.7 eV. The calculation puts the frontier orbital gap at 5.61 eV. The calculation puts the HOMO energy at -3.929 eV. As for the total charge: -1.

=====

*two*
# C11H9CsF6N5O5S3

A structure of composition C11H9CsF6N5O5S3 (ωB97M-V/def2-TZVPD, OMol25).

Geometry as XYZ:
```
40
Properties=species:S:1:pos:R:3:mulliken_charge:R:1
Cs -0.070 -1.379 0.537 1.3627
F 4.568 -0.863 -3.022 -0.2120
C 4.261 -0.153 -1.917 0.4853
F 4.650 1.127 -2.048 -0.2151
F 4.888 -0.676 -0.862 -0.2199
S 2.407 -0.123 -1.768 1.2600
O 2.276 0.930 -0.841 -0.6717
O 1.886 -0.023 -3.095 -0.8051
N 2.146 -1.491 -1.025 -0.5854
S 2.288 -3.058 -1.350 0.9665
O 3.557 -3.385 -1.938 -0.6298
O 1.851 -3.757 -0.135 -0.6264
C 0.962 -3.145 -2.727 0.6930
F 0.586 -4.410 -2.750 -0.2348
F 1.374 -2.586 -3.882 -0.1719
F -0.168 -2.492 -2.334 -0.2435
O 0.265 -0.363 3.015 -0.8364
N -0.564 0.000 3.969 0.3819
C -0.590 -0.672 5.141 0.0371
C -1.484 -0.327 6.159 -0.7846
C -2.252 0.798 5.956 -0.1204
C -2.252 1.448 4.763 -0.7995
C -1.469 0.987 3.611 0.1325
S -1.840 1.531 2.109 -0.4068
H 0.138 -1.568 5.200 0.2763
H -1.614 -0.896 7.073 0.3467
H -2.827 1.274 6.700 0.3708
H -2.679 2.408 4.638 0.3551
N 0.176 2.358 -3.297 -0.2728
C -1.059 2.044 -2.829 0.1072
C -1.032 1.103 -1.735 0.4203
N -2.152 0.666 -1.206 -0.1397
C -3.362 1.146 -1.596 -0.4939
C -3.325 2.139 -2.587 -0.2279
N -2.201 2.704 -3.106 -0.6734
H 0.861 1.605 -3.359 0.2706
H 0.339 3.062 -3.996 0.2434
H -0.088 0.761 -1.352 -0.2483
H -4.222 0.726 -1.191 0.4733
H -4.227 2.549 -2.920 0.4370
```

For the LUMO energy, the calculation gives 2.1 eV. The calculation puts the frontier orbital gap at 6.11 eV. The calculation puts the HOMO energy at -4.009 eV. As for the total charge: -1.

=====

Most stable: *two*. Least stable: *one*.

=====

*one*
# C4H8P2

A cluster of 2 separate species, C4H8P2 in total (ωB97M-V/def2-TZVPD, OMol25).

Geometry as XYZ:
```
14
Properties=species:S:1:pos:R:3:mulliken_charge:R:1
C -0.085 -0.613 1.324 -0.3141
C 0.216 -0.028 -0.788 0.5406
C -1.135 -0.183 -1.338 -0.9120
C 1.106 0.577 -1.693 -0.8811
P 1.369 -0.624 2.421 -0.1302
P -0.285 0.823 2.440 -0.0985
H -0.791 -1.408 1.148 0.4590
H -1.650 -0.992 -0.698 0.2288
H -1.758 0.762 -1.099 0.2015
H -1.220 -0.352 -2.514 0.3217
H 0.921 0.674 -2.811 0.2117
H 2.081 1.002 -1.585 0.2878
H 0.844 -1.396 3.517 0.0476
H 0.388 1.758 1.676 0.0371
```

For the LUMO energy, the calculation gives 0.1 eV. The calculation puts the frontier orbital gap at 8.99 eV. The calculation puts the HOMO energy at -8.901 eV. As for the total charge: 0.

=====

*two*
# C4H8P2

The molecule C4H8P2 (ωB97M-V/def2-TZVPD, OMol25).

Geometry as XYZ:
```
14
Properties=species:S:1:pos:R:3:mulliken_charge:R:1
C 0.337 -0.180 1.332 -0.6503
C -1.426 0.013 -0.487 -1.3806
C 1.170 0.018 -1.032 -1.3615
C 0.010 -0.498 -0.132 0.7918
P 0.951 1.431 2.043 -0.0663
P -0.826 0.692 2.481 -0.1351
H 0.983 -0.940 1.749 0.5591
H -1.780 1.000 -0.099 0.3611
H -2.319 -0.726 -0.332 0.3194
H -1.672 0.181 -1.619 0.3210
H 2.123 -0.042 -0.435 0.3572
H 1.056 1.096 -1.229 0.3472
H 1.318 -0.506 -2.047 0.3142
H 0.075 -1.541 -0.192 0.2227
```

For the LUMO energy, the calculation gives -0.6 eV. The calculation puts the frontier orbital gap at 8.20 eV. The calculation puts the HOMO energy at -8.799 eV. As for the total charge: 0.

=====

Most stable: *two*. Least stable: *one*.

=====

*one*
# C2H9NOS2

A cluster of 2 separate species, C2H9NOS2 in total (ωB97M-V/def2-TZVPD, OMol25).

Geometry as XYZ:
```
15
Properties=species:S:1:pos:R:3:mulliken_charge:R:1
N 0.876 1.006 -1.313 -0.5156
C 0.960 -0.457 -1.274 -0.6263
C -0.334 -1.069 -0.679 -0.5274
S -0.278 -1.126 1.076 -0.1735
S -2.292 -1.491 1.522 -0.1787
H 1.627 1.470 -0.799 0.2193
H 1.042 1.279 -2.278 0.2270
H 1.779 -0.861 -0.669 0.3144
H 1.066 -0.860 -2.276 0.3450
H -0.491 -2.035 -1.168 0.4292
H -1.169 -0.444 -1.009 0.3787
H -2.275 -0.840 2.699 0.1560
H -0.343 1.038 1.939 0.2696
H 0.317 2.427 2.022 0.2835
O -0.484 1.966 2.207 -0.6011
```

For the LUMO energy, the calculation gives 0.4 eV. The calculation puts the frontier orbital gap at 8.88 eV. The calculation puts the HOMO energy at -8.510 eV. As for the total charge: 0.

=====

*two*
# C2H9NOS2

A cluster of 2 separate species, C2H9NOS2 in total (ωB97M-V/def2-TZVPD, OMol25).

Geometry as XYZ:
```
15
Properties=species:S:1:pos:R:3:mulliken_charge:R:1
C 2.725 -0.151 -0.351 -0.8639
S 1.325 0.692 0.435 -0.0561
S 0.860 2.043 -1.077 -0.1916
H 3.522 0.555 -0.551 0.3270
H 2.371 -0.694 -1.220 0.2964
H 3.122 -0.844 0.390 0.3082
H 0.915 1.212 -2.146 0.1499
N -1.652 -0.723 1.407 -0.4179
C -2.168 -0.030 0.296 -0.2245
O -1.620 -0.538 -0.925 -0.4960
H -2.090 -1.594 1.672 0.1737
H -1.361 -0.233 2.225 0.1900
H -3.259 0.015 0.149 0.2865
H -1.987 1.058 0.344 0.2345
H -0.704 -0.769 -0.649 0.2838
```

For the LUMO energy, the calculation gives 0.5 eV. The calculation puts the frontier orbital gap at 9.05 eV. The calculation puts the HOMO energy at -8.527 eV. As for the total charge: 0.

=====

Most stable: *one*. Least stable: *two*.